The following is a quantum chemistry calculation of a molecular structure, C21H31MnO20P3 at a distorted geometry, from the Open Molecules 2025 dataset.

## Properties
Strongest force on any atom: 0.0574 hartree/bohr
HOMO (alpha / beta): -0.3 / -0.8 eV
Multiplicity: 6
Energy: -4498.9294 hartree
<S²>: 8.8652
Net charge: -2

XYZ file:
```
76
Properties=species:S:1:pos:R:3:mulliken_spin:R:1
Mn -0.021 -0.196 0.410 2.948
C -3.496 0.943 2.727 0.445
C -3.618 1.334 4.085 0.138
C -2.444 1.028 5.011 0.067
O -2.653 1.116 6.227 0.180
C -1.191 0.851 4.367 0.226
C -1.067 0.551 2.994 0.066
C -2.206 0.656 2.167 0.211
O -2.113 0.469 0.885 0.252
O 0.104 0.309 2.468 0.089
O -4.673 1.778 4.568 0.310
H -4.395 1.010 2.124 0.007
H -0.333 0.817 5.030 0.009
C 0.436 -3.841 2.294 0.013
C 0.403 -5.162 2.844 -0.001
C -0.038 -6.327 1.923 0.000
O 0.028 -7.508 2.289 -0.001
C -0.512 -5.959 0.634 -0.001
C -0.631 -4.643 0.172 0.002
C -0.168 -3.520 1.090 0.003
O -0.289 -2.311 0.659 0.016
O -1.044 -4.389 -0.978 0.001
O 0.774 -5.405 3.986 0.006
H 0.737 -3.038 2.956 0.002
H -0.827 -6.768 -0.016 0.000
C 3.397 1.995 -1.393 -0.001
O 3.947 1.270 -0.278 0.000
P 3.401 -0.187 0.005 0.006
O 1.951 -0.247 0.059 0.000
O 4.164 -0.623 1.288 0.001
C 4.210 0.267 2.422 0.001
O 3.998 -1.100 -1.141 0.000
C 5.397 -1.015 -1.322 0.000
H 2.848 2.858 -1.028 0.000
H 2.749 1.403 -2.037 -0.001
H 4.269 2.330 -1.958 0.000
H 3.288 0.204 2.991 0.000
H 4.413 1.281 2.072 0.000
H 5.096 -0.001 2.993 0.000
H 5.931 -1.263 -0.403 0.000
H 5.725 -0.014 -1.619 0.000
H 5.742 -1.680 -2.111 0.000
C -3.199 -1.721 -1.252 0.015
O -2.603 -1.597 -2.570 0.000
P -1.184 -1.026 -2.752 -0.003
O -0.519 -0.481 -1.581 -0.030
O -1.361 0.080 -3.892 -0.001
C -2.298 -0.214 -4.917 0.000
O -0.343 -2.092 -3.554 0.000
C 0.502 -2.965 -2.771 0.004
H -2.556 -1.420 -0.433 -0.005
H -3.529 -2.734 -1.043 0.000
H -4.139 -1.153 -1.272 -0.001
H -3.261 0.263 -4.733 0.000
H -2.407 -1.286 -5.061 0.000
H -1.934 0.219 -5.852 0.000
H 0.369 -2.827 -1.698 -0.001
H 1.550 -2.781 -3.030 0.000
H 0.313 -4.001 -3.045 0.000
C -2.805 3.685 -1.659 0.001
O -1.790 2.714 -1.284 0.004
P -0.459 3.067 -0.559 0.006
O 0.166 1.903 0.028 -0.005
O 0.466 3.782 -1.643 0.001
C 0.245 5.121 -2.031 0.001
O -0.789 4.184 0.486 0.005
C -0.375 3.992 1.857 -0.010
H -3.735 3.296 -1.265 0.000
H -2.814 3.645 -2.747 0.000
H -2.506 4.661 -1.294 0.000
H 0.136 5.809 -1.192 0.000
H -0.702 5.207 -2.585 0.000
H 0.990 5.476 -2.739 0.000
H 0.618 3.546 1.916 0.003
H -1.065 3.381 2.435 0.023
H -0.269 4.992 2.279 -0.002
```